Density functional theory data (wB97M-V/def2-TZVPD) for C39H68Cl3GeN2O3S5SbSi3Ti as an isolated structure.

Its charge is 0. The energy above the lowest of the compared OMol25 structures with the same formula, charge and spin comes out at 0.679 eV. As for the LUMO energy (alpha / beta): -0.4 / -0.4 eV. As for the total energy: -252221.242 eV. The calculation puts the frontier orbital gap (alpha / beta) at 0.265 / 0.265 hartree.

The geometry in XYZ format:
```
126
Properties=species:S:1:pos:R:3:forces:R:3
Ti 1.2269 -0.3647 0.4425 0.4 0.5 0.3
S 4.8662 -6.4818 2.9562 0.0 0.0 0.0
C 4.0733 -5.1485 2.4506 0.0 0.0 0.0
S 2.3783 -4.8758 2.6944 0.0 0.0 0.0
C 2.3044 -3.3121 1.9175 -0.1 0.0 0.0
C 3.4455 -2.8152 1.4060 0.0 0.2 -0.1
S 3.6129 -1.2461 0.6827 -0.2 -0.2 0.0
S 4.8460 -3.8288 1.6122 0.0 0.0 0.0
S 0.7850 -2.4510 1.8318 0.1 0.0 -0.1
Cl -1.4442 -1.2224 -6.1826 0.0 0.0 0.0
C -0.7832 -0.6024 -4.7028 0.0 0.1 0.0
C 0.1156 -1.3706 -3.9826 0.0 0.0 0.0
C 0.5721 -0.8572 -2.7886 0.2 -0.2 0.0
Cl 1.7213 -1.7185 -1.7990 -0.3 0.0 -0.2
C 0.1728 0.3667 -2.2488 0.0 0.0 -0.1
O 0.6125 0.7425 -1.0659 0.1 0.0 0.4
C -0.7055 1.1206 -3.0390 0.0 0.0 0.1
Cl -1.2377 2.6691 -2.4751 0.0 -0.1 0.0
C -1.1842 0.6441 -4.2462 0.0 -0.1 0.0
H 0.4344 -2.3443 -4.3258 0.0 0.0 0.0
H -1.8844 1.2376 -4.8163 0.0 0.0 0.0
C -2.2643 3.7633 3.4751 0.0 0.0 0.0
C -2.6696 2.9948 2.2242 0.0 0.0 0.0
C -1.9009 1.6868 2.0648 0.0 0.0 0.0
C -2.2481 0.9718 0.7631 0.0 0.0 0.0
Ge -1.4215 -0.7828 0.3469 0.0 0.0 0.0
C -2.4574 -2.2688 1.1704 0.0 0.0 0.0
C -3.9593 -1.9752 1.2666 0.0 0.0 0.0
C -4.3547 -1.2942 2.5713 0.0 0.0 0.0
C -5.8324 -0.9284 2.6153 0.0 0.0 0.0
H -2.8269 4.6918 3.5799 0.0 0.0 0.0
H -1.2021 4.0160 3.4441 0.0 0.0 0.0
H -2.4342 3.1668 4.3744 0.0 0.0 0.0
H -2.5072 3.6168 1.3387 0.0 0.0 0.0
H -3.7422 2.7761 2.2511 0.0 0.0 0.0
H -2.1163 1.0555 2.9317 0.0 0.0 0.0
H -0.8252 1.8850 2.1104 0.0 0.0 0.0
H -1.9817 1.6171 -0.0772 0.0 0.0 0.0
H -3.3331 0.8240 0.6998 0.0 0.0 0.0
H -1.7468 -0.9767 -1.1576 0.0 0.0 0.0
H -2.0771 -2.5571 2.1513 0.0 0.0 0.0
H -2.2716 -3.1288 0.5202 0.0 0.0 0.0
H -4.5254 -2.9095 1.1761 0.0 0.0 0.0
H -4.2882 -1.3453 0.4315 0.0 0.0 0.0
H -3.7507 -0.3939 2.7087 0.0 0.0 0.0
H -4.1103 -1.9596 3.4057 0.0 0.0 0.0
H -6.0849 -0.2348 1.8098 0.0 0.0 0.0
H -6.1018 -0.4545 3.5598 0.0 0.0 0.0
H -6.4577 -1.8157 2.4960 0.0 0.0 0.0
C -0.3117 -0.8940 3.8562 0.0 0.0 0.0
C 0.9682 -0.9643 3.0457 -0.1 0.2 -0.1
C 2.1770 -1.1414 3.9332 0.0 0.1 0.0
O 1.0947 0.1629 2.2152 -0.1 -0.2 -0.2
H -0.2730 0.0094 4.4684 0.0 0.0 0.0
H -0.3978 -1.7666 4.5039 0.0 0.0 0.0
H -1.1906 -0.8353 3.2197 0.0 0.0 0.0
H 2.0927 -2.0504 4.5290 0.0 0.0 0.0
H 2.2054 -0.2801 4.6048 0.0 0.0 0.0
H 3.1012 -1.1578 3.3628 0.0 0.0 0.0
C 6.0319 3.9519 1.7824 0.0 0.0 0.0
Si 5.3922 2.1976 1.5991 0.0 0.0 0.0
C 6.6420 1.1543 0.6732 0.0 0.0 0.0
C 5.0592 1.4562 3.2856 0.0 0.0 0.0
Sb 3.1978 2.1361 0.2981 -0.2 -0.2 0.0
Si 3.9953 2.6296 -2.0709 0.0 0.0 0.0
C 2.5392 3.2301 -3.0835 0.0 0.0 0.0
C 4.6231 1.0054 -2.7562 0.0 0.0 0.0
C 5.3635 3.9130 -2.0721 0.0 0.0 -0.1
Si 2.0389 4.2682 1.0626 0.0 0.0 -0.1
C 1.7772 4.0429 2.9040 0.0 0.0 0.0
C 0.3961 4.3670 0.1749 0.0 0.0 0.1
C 3.0371 5.8145 0.7087 -0.1 0.0 0.0
H 7.0549 3.9399 2.1681 0.0 0.0 0.0
H 5.4188 4.5255 2.4809 0.0 0.0 0.0
H 6.0383 4.4771 0.8262 0.0 0.0 0.0
H 7.5546 1.0450 1.2653 0.0 0.0 0.0
H 6.9171 1.6080 -0.2810 0.0 0.0 0.0
H 6.2424 0.1583 0.4761 0.0 0.0 0.0
H 5.9413 1.5381 3.9261 0.0 0.0 0.0
H 4.8046 0.4004 3.1813 0.0 0.0 0.0
H 4.2264 1.9560 3.7849 0.0 0.0 0.0
H 1.8483 2.4062 -3.2722 0.0 0.0 0.0
H 2.8773 3.6138 -4.0499 0.0 0.0 0.0
H 1.9795 4.0213 -2.5822 0.0 0.0 0.0
H 3.8252 0.2592 -2.7491 0.0 0.0 0.0
H 5.4473 0.6096 -2.1596 0.0 0.0 0.0
H 4.9709 1.1262 -3.7855 0.0 0.0 0.0
H 5.0276 4.8687 -1.6657 0.0 0.0 0.0
H 5.7036 4.0827 -3.0978 0.0 0.0 0.0
H 6.2226 3.5807 -1.4876 0.0 0.0 0.0
H 1.2415 3.1075 3.0904 0.0 0.0 0.0
H 1.1911 4.8630 3.3257 0.0 0.0 0.0
H 2.7283 3.9964 3.4389 0.0 0.0 0.0
H -0.1258 3.4092 0.2058 0.0 0.0 0.0
H 0.5201 4.6375 -0.8748 0.0 0.0 0.0
H -0.2393 5.1216 0.6481 0.0 0.0 0.0
H 3.9935 5.8142 1.2317 0.0 0.0 0.0
H 2.4714 6.6924 1.0345 0.0 0.0 0.0
H 3.2321 5.9235 -0.3601 0.0 0.0 0.0
C -4.1359 -1.0474 -3.1645 0.0 0.0 0.0
C -4.5567 -2.2076 -2.2749 0.0 0.0 0.0
N -4.8034 -3.4422 -3.0087 0.0 0.0 0.0
C -5.9671 -3.4703 -3.8932 0.0 0.0 0.0
C -5.5744 -3.5338 -5.3618 0.0 0.0 0.0
C -4.1956 -4.6317 -2.7637 0.2 0.0 -0.2
O -4.6167 -5.6839 -3.2216 -0.1 0.0 0.1
C -2.9116 -4.6452 -1.9838 -0.1 0.0 0.1
C -2.6774 -5.6765 -1.0825 0.0 0.0 0.0
C -1.4530 -5.7382 -0.4405 0.0 0.0 0.0
C -0.4975 -4.7766 -0.7438 0.0 0.0 0.0
N -0.7008 -3.7943 -1.6169 0.0 -0.1 -0.1
C -1.8863 -3.7404 -2.2169 0.1 0.1 0.0
H -3.9218 -0.1682 -2.5539 0.0 0.0 0.0
H -4.9195 -0.7848 -3.8774 0.0 0.0 0.0
H -3.2361 -1.2957 -3.7290 0.0 0.0 0.0
H -5.4751 -1.9475 -1.7372 0.0 0.0 0.0
H -3.7978 -2.3923 -1.5185 0.0 0.0 0.0
H -6.5487 -2.5703 -3.6879 0.0 0.0 0.0
H -6.5787 -4.3350 -3.6350 0.0 0.0 0.0
H -4.9654 -2.6732 -5.6427 0.0 0.0 0.0
H -6.4655 -3.5474 -5.9909 0.0 0.0 0.0
H -5.0055 -4.4423 -5.5561 0.0 0.0 0.0
H -3.4470 -6.4182 -0.9126 0.0 0.0 0.0
H -1.2322 -6.5201 0.2730 0.0 0.0 0.0
H 0.4790 -4.7997 -0.2678 0.0 0.0 0.0
H -2.0186 -2.9302 -2.9278 0.0 0.0 0.0
```
Positions in Å, forces in eV/Å.

=====

Density functional theory data (wB97M-V/def2-TZVPD) for a 3-piece molecular cluster, C39H68F2NO5S overall at a distorted geometry.

Its charge is +1. As for the LUMO energy: -4.4 eV. As for the total energy: -69530.975 eV. The calculation puts the frontier orbital gap at 0.239 hartree.

The geometry in XYZ format:
```
116
Properties=species:S:1:pos:R:3:forces:R:3
C -4.6107 1.5827 0.2933 0.8 0.3 -0.2
C -3.7828 0.5112 0.5412 -0.3 0.0 0.0
C -2.7967 -0.1221 -0.4353 1.5 -0.2 0.2
C -2.2103 0.5142 -1.6260 0.5 -2.1 0.1
C -2.6045 1.9635 -2.0383 -0.8 1.5 -0.4
O -1.9317 2.9288 -1.8340 0.0 -1.1 0.5
O -3.8408 2.2006 -2.6580 1.4 -2.2 0.1
C -4.4038 0.9930 -3.2171 -1.9 -0.9 -0.8
C -5.6804 1.2902 -4.1112 0.6 -0.6 -0.2
C -5.3017 1.6332 -5.6158 -0.9 0.1 0.7
S -5.2349 0.0805 -6.6546 0.3 0.1 0.5
C -1.2344 -0.2291 -2.4435 -1.4 -1.2 1.9
C -0.6316 0.4952 -3.6999 -0.5 0.2 -0.1
O 0.1131 1.6365 -3.3106 0.1 -1.4 0.1
C 1.3433 1.2758 -2.6644 1.7 1.4 0.2
C 2.0766 2.6440 -2.3140 -0.8 -0.5 0.9
C 1.4103 3.2692 -1.0005 0.1 0.2 -0.7
C -0.9195 -1.6195 -2.0424 0.8 2.3 -1.0
C 0.1161 -2.3822 -2.9494 -1.2 -1.3 0.8
C -0.7539 -3.2149 -4.0110 -0.1 0.8 -0.5
C -0.7290 -2.5246 -5.4382 0.0 -0.7 0.8
F -1.2846 -3.4527 -6.3475 0.6 1.1 0.7
N -1.5042 -2.2243 -0.9273 -0.3 1.5 -0.5
C -1.2266 -3.6324 -0.5466 -0.4 -1.5 1.3
C -0.4871 -3.8184 0.8317 0.5 -0.5 0.1
C -0.6224 -5.3667 1.2056 -0.2 1.1 -0.2
C -0.0499 -5.7124 2.6321 -1.6 -1.2 -0.5
C -1.2106 -5.4935 3.6982 1.1 -0.4 0.4
C -0.5486 -5.7592 5.1336 0.2 1.4 -1.4
C 0.1696 -4.3738 5.5435 -0.7 -1.1 0.4
C -0.6025 -3.8339 6.8148 1.3 0.4 -0.7
C -0.1651 -2.3702 7.2470 -1.3 -0.8 1.1
C -0.8403 -2.1114 8.6849 0.4 0.1 -0.6
C -2.1852 -1.2821 8.5970 0.3 -0.9 0.0
C -3.1663 -1.7257 7.4449 -1.0 0.4 0.5
C -4.0538 -3.0045 7.8117 0.2 0.7 -0.6
C -2.3947 -1.5110 -0.1507 -0.5 2.1 -0.4
F -2.9611 -2.1239 0.9270 1.2 0.6 -2.0
H -4.2296 2.5295 -0.1841 -0.8 -1.5 -0.6
H -5.6869 1.6101 0.6025 1.5 0.2 0.9
H -3.8324 0.0583 1.5702 -0.7 -0.5 -1.6
H -3.6825 0.4512 -3.8966 -0.5 0.6 0.8
H -4.7641 0.2865 -2.4083 0.7 0.8 -0.6
H -6.3742 2.0322 -3.6405 0.9 -0.4 -0.4
H -6.2531 0.3169 -4.1583 0.5 1.1 0.2
H -6.1610 2.2213 -6.0506 1.1 -0.5 0.3
H -4.3494 2.2227 -5.7005 -0.9 -0.6 0.1
H -5.1038 -0.9088 -5.7075 0.0 0.9 -0.3
H -0.0330 -0.1723 -4.3755 -0.5 0.5 0.8
H -1.4895 0.8790 -4.3326 0.8 -0.4 0.7
H 2.0257 0.6883 -3.3474 -0.9 0.3 0.4
H 1.2104 0.7217 -1.6922 -0.2 0.3 -1.0
H 3.1563 2.4541 -2.0925 -0.9 0.0 -0.5
H 1.9623 3.3402 -3.1905 0.2 -0.7 0.8
H 2.1717 3.8390 -0.4076 -0.7 -0.4 -0.6
H 1.0104 2.4572 -0.3326 0.3 0.8 -0.6
H 0.5651 3.9529 -1.3016 0.8 -0.8 0.6
H 0.8647 -1.6978 -3.4143 -0.8 -0.5 0.5
H 0.6916 -3.1505 -2.3618 -0.5 1.1 -0.4
H -1.8249 -3.1991 -3.6674 1.0 -0.4 -0.3
H -0.3979 -4.2820 -4.0943 -0.3 1.2 0.0
H -1.3388 -1.5778 -5.4611 0.5 -1.0 -0.1
H 0.3382 -2.2921 -5.7007 -1.0 -0.3 -0.1
H -2.2353 -4.1331 -0.4378 1.0 0.6 -0.2
H -0.6744 -4.2239 -1.3144 -0.5 1.1 0.3
H -0.9109 -3.1703 1.6471 0.2 -0.7 -0.9
H 0.6107 -3.5516 0.7616 -1.2 -0.2 -0.1
H -0.1879 -5.9728 0.3651 -0.1 0.5 0.9
H -1.7362 -5.5738 1.1892 1.2 0.0 0.2
H 0.9045 -5.1916 2.8963 -0.9 -0.2 -0.3
H 0.1425 -6.8282 2.6325 0.1 1.2 0.0
H -2.0832 -6.1872 3.5203 1.0 0.7 -0.1
H -1.5610 -4.4340 3.5737 0.0 -0.9 0.5
H 0.2334 -6.5505 4.9647 -0.9 0.5 0.5
H -1.2998 -6.0751 5.9005 0.8 0.2 -0.7
H 1.2518 -4.6004 5.7481 -1.0 0.6 0.0
H 0.1133 -3.6581 4.6690 0.1 -0.6 1.0
H -0.3455 -4.5462 7.6554 -0.5 0.8 -0.8
H -1.7081 -3.9013 6.5945 1.1 0.2 0.4
H 0.9488 -2.3073 7.3460 -1.0 0.0 -0.3
H -0.5795 -1.5994 6.5356 0.8 -0.8 0.5
H -1.0008 -3.1197 9.1676 0.1 1.1 -0.4
H -0.0970 -1.5523 9.3163 -0.8 -0.5 -0.4
H -2.7341 -1.4555 9.5710 0.5 0.6 -1.0
H -1.9085 -0.2024 8.4787 -0.4 -0.9 0.2
H -2.6863 -1.8638 6.4431 -0.2 0.1 1.0
H -3.9062 -0.8772 7.3195 0.9 -0.8 0.0
H -4.1122 -3.6638 6.8997 0.1 0.3 1.1
H -5.1020 -2.6594 8.0240 1.0 -0.5 0.0
H -3.6442 -3.5461 8.7047 -0.4 0.3 -1.0
C 7.6756 2.3740 -2.6519 0.1 0.0 -0.3
C 7.3135 3.6323 -1.8854 0.1 0.1 0.3
C 5.8013 3.5369 -1.8203 -0.3 0.1 -0.2
O 5.4751 2.1361 -1.8050 0.3 0.0 0.0
C 6.6502 1.3825 -2.1318 -0.1 -0.2 0.2
H 8.7030 2.0442 -2.4953 -0.1 0.0 0.0
H 7.5283 2.5371 -3.7237 0.0 0.0 0.0
H 7.7352 3.5859 -0.8769 0.0 0.0 0.0
H 7.6611 4.5509 -2.3580 -0.1 0.0 0.0
H 5.3375 3.9802 -2.7047 0.0 0.1 0.1
H 5.3886 4.0195 -0.9329 -0.1 -0.1 -0.1
H 7.0007 0.8927 -1.2167 0.1 -0.1 -0.1
H 6.4004 0.6124 -2.8647 -0.1 0.0 0.0
C 2.9569 7.7222 -3.0199 -0.3 0.0 0.2
C 4.1971 8.5937 -2.9750 0.2 0.2 -0.3
C 5.1640 7.7233 -2.1929 0.1 -0.1 0.3
O 4.8198 6.3602 -2.4804 -0.2 0.3 -0.1
C 3.5542 6.3330 -3.1532 0.1 -0.2 -0.2
H 2.2737 7.9711 -3.8323 0.0 0.0 0.0
H 2.4104 7.8053 -2.0757 0.0 0.0 -0.1
H 4.5746 8.7541 -3.9890 0.0 0.0 0.1
H 4.0336 9.5682 -2.5144 0.0 -0.1 0.0
H 5.0547 7.8772 -1.1142 0.0 0.1 0.0
H 6.2054 7.9033 -2.4660 0.0 -0.1 0.0
H 3.7372 6.0788 -4.2032 -0.1 0.0 0.0
H 2.9214 5.5594 -2.7129 0.1 0.0 0.0
```
Positions in Å, forces in eV/Å.